C44H69AsBF6MnN3OP2Te | wB97M-V/def2-TZVPD

Relative energy (zero: lowest compared OMol25 entry of this formula, charge and spin) = 82.76 kcal/mol
Energy = -6919.119715 Ha
Gap between HOMO and LUMO (spin up / spin down) = 6.510 / 5.863 eV
Spin multiplicity = 6
LUMO energy (spin up / spin down) = -1.69 / -2.52 eV
Expectation value of S² = 9.03

Each line ends with the Löwdin charge.
CARTESIAN COORDINATES (ANGSTROEM)
Mn 0.382 1.534 0.228  0.64
C -0.498 0.336 -3.848  -0.09
C 0.957 0.696 -3.562  -0.66
C 1.644 -0.471 -2.841  -0.13
C 1.679 0.908 -4.894  -0.08
P 0.960 2.122 -2.289  1.22
C 2.801 2.498 -2.217  -0.25
N 3.249 2.239 -0.876  -0.01
B 2.508 1.607 0.166  -0.42
N 3.349 1.708 1.320  -0.03
C 2.965 1.322 2.650  -0.24
P 1.097 1.507 2.657  1.22
C 0.894 3.186 3.525  -0.64
C -0.547 3.626 3.297  -0.11
C 1.189 3.149 5.024  -0.08
C 1.861 4.182 2.874  -0.07
C 0.540 0.078 3.759  -0.65
C 1.312 -0.068 5.072  -0.07
C 0.810 -1.163 2.909  -0.11
C -0.961 0.179 4.025  -0.06
C 4.511 2.372 0.997  -0.17
C 5.586 2.773 1.773  -0.01
C 6.593 3.510 1.170  -0.10
C 6.530 3.842 -0.177  -0.10
C 5.463 3.442 -0.966  -0.01
C 4.448 2.706 -0.375  -0.16
C 0.205 3.718 -3.019  -0.65
C 0.657 3.959 -4.459  -0.08
C 0.620 4.917 -2.165  -0.09
C -1.314 3.580 -2.929  -0.10
H -0.545 -0.638 -4.336  0.08
H -0.962 1.059 -4.513  0.08
H -1.073 0.301 -2.925  0.05
H 1.414 -1.408 -3.353  0.08
H 1.303 -0.544 -1.804  0.00
H 2.725 -0.349 -2.833  0.09
H 1.748 -0.059 -5.395  0.09
H 2.690 1.288 -4.775  0.07
H 1.137 1.575 -5.554  0.06
H 2.977 3.550 -2.470  0.09
H 3.358 1.877 -2.930  0.09
H 3.422 1.978 3.396  0.09
H 3.275 0.292 2.855  0.09
H -1.261 2.966 3.787  0.07
H -0.780 3.644 2.233  0.02
H -0.710 4.633 3.682  0.10
H 0.397 2.654 5.577  0.07
H 1.239 4.174 5.386  0.09
H 2.143 2.680 5.253  0.07
H 1.876 4.082 1.793  0.07
H 2.876 4.070 3.250  0.08
H 1.529 5.190 3.107  0.10
H 2.385 0.021 4.921  0.07
H 1.113 -1.056 5.487  0.09
H 1.006 0.664 5.809  0.06
H 1.878 -1.314 2.765  0.08
H 0.344 -1.067 1.927  0.05
H 0.398 -2.042 3.399  0.08
H -1.189 0.935 4.772  0.08
H -1.338 -0.778 4.388  0.09
H -1.496 0.424 3.109  0.08
H 5.645 2.533 2.824  0.11
H 7.429 3.847 1.763  0.10
H 7.314 4.443 -0.613  0.10
H 5.423 3.718 -2.009  0.11
H 1.736 3.850 -4.566  0.08
H 0.394 4.975 -4.745  0.09
H 0.157 3.292 -5.154  0.06
H 1.698 5.049 -2.103  0.07
H 0.209 4.846 -1.164  0.05
H 0.197 5.817 -2.607  0.10
H -1.717 2.849 -3.622  0.07
H -1.784 4.540 -3.133  0.09
H -1.609 3.309 -1.916  0.03
C -2.822 0.236 -0.688  -0.01
C -1.525 0.472 0.036  -0.71
O -1.452 1.474 0.807  -0.14
N -0.453 -0.272 -0.092  -0.15
Te -0.625 -2.559 -1.023  1.70
C -1.668 -4.185 -2.156  -0.31
C -1.427 -5.527 -1.855  -0.29
C -0.428 -5.947 -0.825  -0.06
C -2.099 -6.522 -2.552  -0.01
C -2.990 -6.232 -3.570  -0.27
C -3.711 -7.308 -4.324  -0.04
C -3.179 -4.899 -3.895  -0.02
C -2.539 -3.880 -3.202  -0.31
C -2.815 -2.474 -3.637  -0.07
C -1.265 -3.381 0.843  -0.36
C -2.626 -3.469 1.135  -0.28
C -3.689 -3.102 0.148  -0.05
C -3.023 -3.961 2.372  0.00
C -2.105 -4.396 3.313  -0.26
C -2.549 -4.885 4.657  -0.04
C -0.759 -4.359 2.977  -0.02
C -0.321 -3.861 1.755  -0.35
C 1.150 -3.903 1.464  -0.09
H -3.135 1.183 -1.125  0.06
H -3.582 -0.029 0.046  0.10
H -2.730 -0.537 -1.447  0.02
H 0.424 -5.269 -0.846  0.05
H -0.078 -6.959 -1.025  0.09
H -0.869 -5.933 0.172  0.09
H -1.907 -7.554 -2.295  0.12
H -3.487 -8.289 -3.915  0.07
H -3.418 -7.291 -5.374  0.08
H -4.788 -7.149 -4.277  0.08
H -3.842 -4.639 -4.709  0.13
H -2.787 -2.403 -4.724  0.09
H -2.067 -1.797 -3.222  -0.01
H -3.807 -2.154 -3.309  0.10
H -3.304 -2.408 -0.596  0.01
H -4.550 -2.657 0.644  0.09
H -4.027 -4.004 -0.368  0.10
H -4.078 -4.010 2.597  0.12
H -3.616 -5.089 4.664  0.08
H -2.343 -4.128 5.414  0.09
H -2.013 -5.791 4.934  0.08
H -0.029 -4.731 3.685  0.13
H 1.723 -3.817 2.381  0.08
H 1.441 -3.103 0.784  0.04
H 1.411 -4.860 1.017  0.08
F 0.506 3.274 0.293  -0.40
As -2.795 4.356 0.559  1.17
F -3.438 3.405 2.020  -0.37
F -3.732 3.081 -0.780  -0.45
F -4.265 5.155 0.456  -0.28
F -2.166 5.611 -0.844  -0.41
F -2.185 5.606 1.707  -0.35

Cartesian forces, eV/Å:
Mn 1.333 -0.290 -0.418
C 0.098 0.096 0.078
C -0.157 0.146 0.305
C -0.084 0.210 0.316
C -0.091 0.178 0.107
P 0.747 0.053 -0.656
C -0.245 -0.007 -0.011
N -0.311 -0.246 -0.369
B 0.277 0.480 0.264
N -0.320 -0.401 0.192
C -0.350 -0.218 -0.029
P 0.933 -0.023 0.856
C -0.156 -0.166 -0.208
C -0.119 -0.051 -0.245
C -0.031 -0.191 -0.147
C 0.023 -0.209 -0.247
C -0.055 0.019 -0.305
C -0.033 0.219 -0.107
C -0.011 0.240 -0.170
C 0.030 0.089 -0.124
C 0.407 0.344 -0.434
C -0.131 -0.158 0.005
C 0.025 0.074 -0.016
C 0.084 0.079 0.014
C -0.192 -0.135 -0.055
C 0.422 0.108 0.495
C -0.064 -0.297 0.128
C 0.045 -0.254 0.149
C -0.006 -0.111 0.300
C 0.061 -0.045 0.181
H 0.008 -0.100 -0.051
H -0.080 0.074 -0.026
H -0.194 -0.096 0.080
H 0.031 -0.013 -0.052
H 0.093 -0.098 -0.143
H 0.132 0.004 0.030
H 0.024 -0.096 -0.014
H 0.128 0.021 -0.011
H -0.006 0.060 -0.069
H -0.080 -0.185 -0.057
H -0.174 0.132 0.018
H -0.090 -0.066 -0.016
H -0.094 0.125 0.137
H -0.063 -0.046 -0.024
H 0.039 0.037 0.219
H 0.060 0.033 -0.002
H -0.056 -0.106 0.085
H -0.024 0.184 -0.028
H 0.124 -0.078 0.072
H 0.003 0.110 -0.094
H 0.122 -0.025 0.042
H -0.073 0.136 0.081
H 0.157 -0.051 0.056
H -0.030 -0.099 -0.024
H 0.008 0.063 0.095
H 0.140 -0.094 -0.019
H -0.027 -0.106 0.049
H 0.005 0.031 0.134
H -0.047 0.100 0.029
H 0.034 -0.097 0.057
H -0.185 0.047 -0.066
H -0.034 -0.060 0.118
H 0.082 0.011 0.044
H 0.073 -0.007 -0.044
H -0.035 0.015 -0.136
H 0.099 0.032 -0.125
H -0.054 0.153 0.031
H -0.001 -0.092 -0.087
H 0.123 0.037 -0.008
H 0.043 0.054 0.049
H -0.056 0.035 -0.120
H -0.019 -0.144 -0.104
H -0.026 0.062 0.019
H -0.167 0.009 -0.074
C 0.159 0.080 0.083
C -1.985 -2.101 -0.897
O -0.397 1.205 0.681
N 0.352 -0.094 -0.094
Te 0.166 -0.934 0.003
C -0.082 0.329 -0.048
C 0.185 0.013 0.160
C 0.002 -0.075 0.097
C -0.080 0.046 -0.045
C -0.036 0.060 -0.009
C 0.026 0.024 0.004
C 0.040 -0.017 0.114
C 0.003 0.233 -0.045
C 0.025 0.047 0.065
C 0.053 0.215 -0.083
C -0.105 0.113 -0.046
C -0.056 0.011 -0.073
C 0.147 -0.040 -0.003
C 0.042 -0.005 -0.135
C 0.033 0.034 -0.014
C -0.138 -0.038 -0.134
C 0.123 0.004 0.056
C -0.048 0.054 -0.032
H -0.108 0.135 0.020
H -0.081 0.000 0.023
H -0.041 0.035 0.075
H 0.103 -0.097 0.122
H 0.059 -0.002 -0.010
H 0.098 0.016 0.061
H 0.057 -0.116 0.028
H -0.011 -0.084 -0.019
H -0.028 -0.065 -0.043
H -0.044 -0.040 -0.025
H -0.078 0.046 -0.080
H 0.010 0.091 0.016
H -0.204 0.128 -0.128
H 0.041 0.105 0.030
H -0.263 -0.023 -0.008
H -0.010 0.063 -0.002
H -0.021 0.028 -0.100
H -0.163 0.013 0.029
H -0.062 -0.038 0.050
H -0.011 -0.001 0.093
H 0.005 -0.063 0.076
H 0.107 -0.005 0.049
H 0.096 0.072 0.115
H 0.174 -0.088 0.058
H 0.073 -0.029 -0.121
F 0.061 1.141 0.221
As -1.277 0.847 -0.691
F 0.786 0.356 -1.182
F 1.359 0.867 1.089
F -0.963 0.560 0.048
F -0.250 -1.623 1.102
F 0.120 -0.828 -0.402

***

C30H49BClF5N4O11 | wB97M-V/def2-TZVPD

Energy = -3203.448136 Ha
Gap between HOMO and LUMO = 9.348 eV
LUMO energy = 0.26 eV

Each line ends with the Löwdin charge.
CARTESIAN COORDINATES (ANGSTROEM)
C -3.331 1.622 0.868  0.14
C -2.628 0.758 1.325  -0.12
C -1.713 -0.250 1.853  -0.09
C -0.808 -0.945 0.784  -0.33
O -0.638 -2.292 1.211  0.04
N -1.437 -1.096 -0.516  0.08
C -2.713 -1.818 -0.484  -0.12
C -2.866 -2.942 -1.510  -0.06
C -1.745 -3.953 -1.593  -0.51
O -1.162 -4.448 -0.686  0.15
O -1.458 -4.377 -2.869  0.08
C -1.325 -0.199 -1.568  -0.45
F -1.189 1.101 -1.258  0.15
F -2.427 -0.181 -2.343  0.13
C -0.198 -0.474 -2.636  -0.59
F 0.921 0.133 -2.357  0.18
F -0.039 -1.756 -2.825  0.20
F -0.558 0.001 -3.813  0.18
C 0.686 -0.405 0.978  -0.14
C 1.573 -1.250 -0.035  -0.10
O 2.453 -2.106 0.665  -0.12
C 2.685 -3.350 0.082  -0.23
O 2.268 -4.346 0.982  -0.07
C 3.325 -5.128 1.486  -0.20
C 3.977 -4.563 2.732  -0.23
O 3.158 -4.773 3.870  -0.05
O 1.086 -0.913 2.237  -0.01
C 1.572 -0.251 3.323  -0.39
C 3.129 -0.398 3.462  -0.04
C 4.053 0.436 2.596  -0.73
O 4.373 1.533 2.894  0.05
Cl 4.858 -0.259 1.145  0.70
C 1.091 -1.202 4.513  0.01
C -0.202 -0.747 5.180  -0.44
O -1.238 -1.130 4.694  0.10
N -0.255 0.025 6.350  -0.14
C 0.936 0.004 7.181  -0.07
C -0.865 1.343 6.198  -0.05
N 1.034 1.079 3.666  0.23
C 1.691 1.824 4.376  -0.32
O 2.336 2.540 5.038  0.21
B 0.964 1.160 0.673  -0.52
O -0.017 2.117 0.852  0.15
N 2.296 1.693 0.280  -0.07
C 2.240 2.257 -1.094  -0.07
C 2.493 2.898 1.162  -0.08
H -3.929 2.379 0.450  0.03
H -2.338 -0.975 2.367  0.12
H -1.117 0.221 2.628  0.10
H -1.032 -2.405 2.080  0.11
H -2.923 -2.244 0.485  0.13
H -3.565 -1.156 -0.602  0.13
H -3.090 -2.527 -2.488  0.11
H -3.763 -3.500 -1.243  0.14
H -1.555 -3.643 -3.483  0.09
H 2.175 -0.606 -0.677  0.11
H 0.941 -1.860 -0.679  0.11
H 2.194 -3.504 -0.881  0.14
H 3.762 -3.432 -0.090  0.13
H 2.893 -6.085 1.771  0.13
H 4.101 -5.358 0.750  0.12
H 4.302 -3.527 2.620  0.11
H 4.886 -5.144 2.899  0.12
H 2.787 -3.939 4.157  0.06
H 3.460 -0.268 4.486  0.13
H 3.309 -1.442 3.221  0.11
H 1.868 -1.324 5.266  0.10
H 0.889 -2.190 4.117  0.14
H 0.687 0.441 8.144  0.10
H 1.799 0.561 6.793  0.08
H 1.264 -1.015 7.355  0.09
H -0.101 2.122 6.286  0.08
H -1.586 1.523 6.989  0.09
H -1.330 1.452 5.228  0.08
H -0.412 2.066 1.727  0.09
H 1.239 2.574 -1.396  0.09
H 2.888 3.122 -1.176  0.09
H 2.625 1.527 -1.805  0.08
H 2.166 2.724 2.179  0.05
H 3.572 3.047 1.212  0.09
H 2.076 3.804 0.733  0.09
C -2.191 2.751 -3.970  -0.11
C -2.671 1.981 -5.195  -0.27
C -1.903 2.333 -6.468  -0.23
C -2.026 3.790 -6.916  -0.23
C -3.455 4.270 -7.165  -0.27
C -4.161 3.515 -8.287  -0.11
H -2.333 3.827 -4.086  0.07
H -2.747 2.440 -3.085  0.06
H -1.132 2.562 -3.783  0.07
H -3.743 2.148 -5.337  0.10
H -2.552 0.912 -5.005  0.09
H -2.236 1.674 -7.275  0.10
H -0.843 2.106 -6.316  0.11
H -1.442 3.920 -7.833  0.11
H -1.560 4.442 -6.171  0.10
H -3.423 5.332 -7.424  0.10
H -4.046 4.199 -6.247  0.10
H -3.610 3.609 -9.225  0.07
H -5.163 3.915 -8.446  0.07
H -4.264 2.453 -8.057  0.06

Cartesian forces, eV/Å:
C 0.632 -0.959 0.522
C -0.371 0.795 -0.460
C -0.681 0.511 -0.539
C 0.481 -0.826 2.439
O -0.454 -0.075 -0.314
N -0.187 0.084 0.014
C -0.820 -0.585 0.101
C -0.004 0.320 -0.046
C 0.273 -0.128 -0.604
O -0.187 -0.113 0.519
O 0.172 0.170 0.178
C 0.337 0.906 -1.402
F 0.785 0.519 0.809
F -1.066 -0.851 -0.175
C -1.293 0.633 -0.154
F 1.326 0.127 0.696
F 0.599 -1.721 0.292
F -0.612 0.693 -1.107
C 0.750 -0.403 -2.426
C 0.254 -0.051 0.006
O -0.283 0.133 -0.377
C 0.289 -0.204 0.549
O 0.305 -0.073 -0.538
C -0.027 -0.244 0.511
C 0.312 -0.548 -0.044
O 0.003 0.219 0.191
O -1.010 1.110 -0.131
C 0.529 -1.564 2.827
C 0.150 -0.543 -1.466
C 0.375 0.082 -0.314
O -0.019 0.603 0.365
Cl -0.354 -0.274 0.580
C 0.148 0.110 0.747
C -0.488 -0.516 0.233
O -0.639 0.189 -0.661
N 1.284 -0.082 -0.818
C 0.156 0.275 0.232
C 0.051 0.130 0.523
N 0.385 0.322 -0.665
C 1.001 0.554 0.329
O -1.079 -0.566 -0.587
B 0.088 0.980 0.517
O 0.661 -0.265 0.511
N -1.288 0.924 0.303
C 0.569 -0.703 -0.326
C 1.178 -0.415 -0.465
H -0.324 0.361 -0.178
H 0.104 -0.283 0.100
H 0.195 -0.181 0.092
H 0.174 -0.044 0.153
H 0.761 -0.097 0.372
H 0.068 0.336 -0.273
H 0.146 0.048 -0.201
H -0.089 -0.149 0.085
H -0.275 -0.028 -0.157
H -0.018 0.154 0.212
H -0.168 -0.009 0.114
H -0.421 0.271 0.061
H 0.157 -0.073 0.021
H -0.105 -0.117 0.051
H -0.047 0.244 -0.281
H -0.218 0.186 -0.095
H 0.128 -0.049 0.023
H -0.170 0.097 -0.050
H -0.087 0.473 0.132
H -0.099 -0.172 -0.115
H 0.109 0.215 -0.095
H 0.003 -0.064 -0.312
H -0.029 -0.006 0.120
H -0.120 0.128 -0.140
H -0.096 -0.176 0.088
H 0.047 -0.012 -0.019
H -0.238 0.020 0.012
H -0.278 -0.155 -0.119
H -0.611 -0.115 -0.212
H -0.070 0.020 0.025
H 0.185 0.105 0.158
H -0.122 0.012 -0.079
H -0.201 0.160 -0.071
H 0.039 0.103 0.041
H -0.504 0.036 0.182
C -0.180 -0.004 -0.008
C 0.102 0.031 0.019
C -0.056 -0.039 -0.062
C 0.033 0.022 0.072
C 0.047 -0.005 -0.130
C -0.084 0.067 0.096
H 0.028 -0.004 -0.010
H 0.049 0.028 0.047
H 0.016 0.053 0.000
H 0.012 0.010 -0.036
H -0.051 -0.007 -0.011
H 0.011 0.016 -0.011
H -0.005 -0.013 0.025
H -0.026 0.017 -0.010
H 0.008 -0.018 0.005
H -0.012 0.004 0.041
H 0.027 -0.002 0.017
H 0.011 -0.043 0.003
H 0.003 -0.029 -0.042
H 0.014 -0.006 -0.023

***

CH3Br2P | wB97M-V/def2-TZVPD

Relative energy (zero: lowest compared OMol25 entry of this formula, charge and spin) = 130.43 kcal/mol
Energy = -5529.121772 Ha
Gap between HOMO and LUMO (spin up / spin down) = 8.230 / 8.730 eV
LUMO energy (spin up / spin down) = -0.33 / -1.03 eV

Each line ends with the Löwdin charge.
CARTESIAN COORDINATES (ANGSTROEM)
C 0.594 0.613 -0.462  -1.07
P -0.556 1.629 0.403  0.33
Br 2.383 1.039 -0.138  0.58
Br -2.476 0.690 -0.206  0.15
H 0.546 -0.256 -1.157  0.00
H 0.294 -1.658 1.391  0.10
H -0.630 0.907 1.695  -0.09

Cartesian forces, eV/Å:
C 0.779 -1.297 -0.733
P -0.544 -0.434 1.093
Br 0.130 0.203 0.098
Br -0.216 -0.009 -0.306
H -0.591 0.944 0.734
H 0.010 -0.015 -0.034
H 0.431 0.609 -0.852

***

For each record above, in turn, the calculated largest force on an atom values are 3.026; 3.274; 1.682 eV Å⁻¹.